{
  "formula": "C2H3ClN2O3",
  "method": "ωB97M-V/def2-TZVPD",
  "elements": ["O", "O", "N", "Cl", "H", "C", "O", "N", "H", "C", "H"],
  "coordinates": [[-0.64, 1.04, 1.54], [-0.70, -1.51, -1.18], [1.02, -0.44, 1.37], [-0.18, 2.20, -1.04], [0.78, -0.98, 2.20], [0.08, 0.38, 0.93], [-1.90, 0.14, -1.75], [-0.97, -0.36, -1.25], [1.04, 0.05, -0.94], [0.12, 0.54, -0.59], [1.36, -1.04, 0.71]],
  "e_lumo_ev": 0.085,
  "e_above_lowest_kj_mol": 53.5,
  "homo_energy_ev": -10.903,
  "total_charge": 0
}